103
Properties=species:S:1:pos:R:3:forces:R:3 method="wB97M-V/def2-TZVPD" total_charge=+1 lumo_energy_ev=-4.0
H 0.299335 1.017383 -6.206139 0.0 0.0 0.0
H 3.301795 -3.788336 -2.798403 0.0 0.0 0.0
H 0.824528 6.627460 -0.071050 0.0 0.0 0.0
H 5.861411 0.813657 0.481178 0.0 0.0 0.0
C -1.287652 0.733255 0.025432 -0.1 -0.1 0.0
C -1.672643 -2.099274 2.295751 0.1 0.1 0.1
C -2.854691 0.447645 -5.111695 0.0 0.0 0.0
C -0.781873 1.069329 -6.183254 0.0 0.0 0.0
C 4.789000 0.458786 2.311520 0.0 0.0 0.0
C -1.452732 0.400010 -5.173444 0.0 0.0 0.0
C -0.497596 -3.263665 -3.295723 0.0 0.0 0.0
N 0.967211 4.100437 3.349393 0.0 0.0 0.0
H 3.918080 4.728900 -0.714517 0.0 0.0 0.0
H 0.681128 4.707839 5.284542 0.0 0.0 0.0
H 5.522202 4.482349 1.243220 0.0 0.0 0.0
C -2.501253 2.438886 1.246171 0.0 0.0 0.0
C -1.480189 1.789729 -7.140941 0.0 0.0 0.0
H 5.629225 0.683893 2.953363 0.0 0.0 0.0
H 2.190356 -1.771558 -1.898309 0.0 0.0 0.0
H 2.928264 7.037451 -0.999776 0.0 0.0 0.0
H 5.010730 6.077854 -0.487979 0.0 0.0 0.0
C 2.621209 -0.132587 0.651673 -0.1 0.2 0.2
C 1.490886 -4.590259 -3.630416 0.0 0.0 0.0
N -0.341180 -1.121931 -2.046798 0.1 0.0 0.2
H 4.522633 4.527244 5.055048 0.0 0.0 0.0
H 3.939186 0.294505 -0.975041 0.0 0.0 0.0
H -3.744881 -3.042092 -3.076120 0.0 0.0 0.0
H 3.465462 0.031138 3.934454 0.0 0.0 0.0
S 1.335084 2.894007 1.045375 0.0 0.0 -0.1
N 0.148760 -0.846828 2.067991 0.1 0.0 -0.1
C -0.799170 -0.235762 -2.886805 -0.1 0.2 -0.1
Ru -0.166747 -0.855523 0.010611 -0.2 0.3 0.1
H -3.084457 4.994905 -1.967406 0.0 0.0 0.0
H 2.066634 2.980866 6.068495 0.0 0.0 0.0
O -3.434243 -0.248920 -4.105006 0.0 0.0 0.0
N -1.364347 0.914870 -2.455618 0.1 -0.1 -0.1
H -2.775995 -2.570747 3.937803 0.0 0.0 0.0
C 1.604228 5.913975 0.207665 0.0 0.0 0.0
C -1.706419 1.327548 1.241479 -0.1 0.0 -0.1
H -5.088344 -0.696875 -3.051863 0.0 0.0 0.0
C -2.898416 3.034295 0.040568 0.0 0.0 0.0
C 0.133578 -4.389046 -3.811329 0.0 0.0 0.0
C -3.550609 1.193439 -6.055361 0.0 0.0 0.0
H -0.948482 2.301966 -7.930145 0.0 0.0 0.0
C 1.156798 5.102542 4.387112 0.0 0.0 0.0
H 1.476681 5.023749 -0.405627 0.0 0.0 0.0
C -1.692109 1.324862 -1.179619 0.0 0.1 0.1
H -3.253502 -3.380552 2.489853 0.0 0.0 0.0
S -1.502455 -2.503145 0.565365 0.1 -0.1 0.2
H -0.472614 -5.095744 -4.362300 0.0 0.0 0.0
H -2.811926 2.880429 2.183320 0.0 0.0 0.0
C 1.620716 -2.520951 -2.426693 0.0 0.0 0.1
C 1.239452 -0.564643 2.683823 0.0 0.1 -0.1
H -2.689731 -2.064069 -2.037919 0.0 0.0 0.0
C 2.237853 -3.651071 -2.935956 0.0 0.0 0.0
H -4.575238 4.011391 -1.971953 0.0 0.0 0.0
H 3.156972 7.325452 0.708439 0.0 0.0 0.0
H 1.961767 -5.475876 -4.035243 0.0 0.0 0.0
O 1.621916 -0.373459 -0.210858 0.5 -0.4 -0.2
C 1.215339 4.255905 2.024982 0.1 0.0 0.0
C -4.838566 -0.123766 -3.940454 0.0 0.0 0.0
O -1.812540 -3.096700 -3.637268 0.0 0.1 0.0
N -0.864201 -1.310881 2.911237 -0.1 -0.2 -0.1
C 3.057410 3.427263 6.185386 0.0 0.0 0.0
N 1.366273 5.514588 1.587749 0.0 0.0 0.0
H -1.397626 0.901821 2.180677 0.0 0.0 0.0
H -2.675021 -3.845970 -1.906792 0.0 0.0 0.0
H -0.234149 -1.190948 -4.565432 0.0 0.0 0.0
C -2.772849 -2.999808 -2.590953 0.0 -0.1 0.0
H 3.838798 4.308977 1.712583 0.0 0.0 0.0
C 2.977293 6.534920 -0.030068 0.0 0.0 0.0
H 3.753399 2.615810 6.398882 0.0 0.0 0.0
C 2.624239 5.435470 4.667200 0.0 0.0 0.0
H 4.705107 5.822355 2.039784 0.0 0.0 0.0
H 0.979556 3.133963 3.629087 0.0 0.0 0.0
C -2.498550 2.492622 -1.151995 0.0 0.0 0.0
C -3.602967 4.161787 -2.446067 0.0 0.0 0.0
C 4.156473 5.560478 -0.044574 0.0 0.0 0.0
H 1.230257 -0.644688 3.767536 0.0 -0.1 0.0
C 2.475312 -0.196113 2.046058 0.0 0.0 -0.1
H 0.594467 6.006852 4.138046 0.0 0.0 0.0
C 4.571352 5.012384 1.317615 0.0 0.0 0.0
N -2.717472 -2.660353 2.937498 0.0 0.0 0.0
N -0.712912 -0.368947 -4.231636 0.1 0.0 0.0
H -3.418144 2.418676 -7.799503 0.0 0.0 0.0
H -5.123692 0.920189 -3.790510 0.0 0.0 0.0
H -1.707570 1.532541 -3.180353 0.0 0.0 0.0
C -2.860563 1.853080 -7.064822 0.0 0.0 0.0
H -4.628847 1.246629 -6.024287 0.0 0.0 0.0
H 3.467405 3.548106 4.070477 0.0 0.0 0.0
C 3.485018 4.205226 4.945665 0.0 0.0 0.0
C 3.848894 0.229555 0.100891 0.0 0.0 0.1
H -3.516925 3.920197 0.058120 0.0 0.0 0.0
O -2.821066 2.978183 -2.385723 0.0 0.0 0.0
H 2.654155 6.116553 5.522953 0.0 0.0 0.0
H -5.375281 -0.533065 -4.798713 0.0 0.0 0.0
H 3.022655 4.073813 7.064608 0.0 0.0 0.0
H 3.049401 5.978910 3.819848 0.0 0.0 0.0
H 1.325576 6.256981 2.266725 0.0 0.0 0.0
C 0.252291 -2.310770 -2.587221 -0.1 -0.1 -0.1
C 4.916730 0.527912 0.925146 0.0 0.0 0.0
C 3.577842 0.093412 2.858339 0.0 0.0 0.0
H -3.741291 4.376726 -3.501395 0.0 0.0 0.0